(1)
Formula: C3H5N3OS
Source: the OMol25 dataset
Level of theory: ωB97M-V with the def2-TZVPD basis set

Atoms and positions in Å:
C (-0.6473, -0.1556, -1.2075)
C (0.3160, 0.1397, 1.1052)
C (1.8373, 0.4789, -0.6725)
H (-1.8812, -0.2523, 0.3660)
H (-2.7025, -1.1268, -1.1236)
H (-1.2110, 0.2551, -3.3048)
H (1.3338, 0.4442, 1.4599)
H (2.1898, -0.2128, -1.8949)
N (-1.9820, -0.3527, -0.6216)
N (-0.2916, -0.1673, -2.5519)
N (0.3223, 0.2272, -0.2262)
O (2.5888, 1.1341, 0.0860)
S (-0.8635, -0.5568, 2.0160)

Force components x, y, z for each atom (eV/Å):
-2.839 -0.110 -3.896
-0.031 -1.157 1.281
1.863 0.473 -0.291
-1.028 -0.663 0.823
3.102 3.085 2.031
3.160 -2.385 3.503
-1.384 -0.142 0.376
-1.393 2.447 3.986
1.183 -1.470 -4.887
-3.520 2.227 2.395
3.361 0.195 -2.546
-3.362 -3.134 -3.899
0.889 0.634 1.124

Its calculated total energy is -754.8423 hartree. The HOMO energy comes out at -8.903 eV. As for the multiplicity: 1. The LUMO energy comes out at -0.5 eV. Its frontier orbital gap is 0.31013 hartree.

Atom charges from the natural (NBO) analysis, given in e for atoms 1 to 8: C 0.596; C -0.063; C 0.558; H 0.381; H 0.433; H 0.381; H 0.247; H 0.248



(2)
Formula: C3H5N3S
Source: the OMol25 dataset
Level of theory: ωB97M-V with the def2-TZVPD basis set

Atoms and positions in Å:
C (-0.1230, -0.0650, 1.9090)
C (-0.9391, 0.5281, 0.9620)
C (-0.1405, 0.8890, -0.6014)
N (0.6054, -0.5350, 2.6700)
N (1.0263, -1.2154, -0.8658)
N (0.0697, -0.2940, -1.3318)
S (-2.5209, 0.8293, 1.1201)
H (-0.8320, 1.5556, -1.1022)
H (0.7995, 1.3713, -0.3430)
H (1.9533, -0.8094, -0.9620)
H (0.8877, -1.4688, 0.1153)
H (-0.7865, -0.7857, -1.5702)

Force components x, y, z for each atom (eV/Å):
0.894 -0.664 1.323
-0.471 1.729 -3.756
-1.052 -0.816 2.899
-0.052 0.026 -0.112
0.217 -0.190 0.334
-0.163 -0.204 -0.478
0.586 -0.223 0.162
-0.122 0.060 0.058
0.018 0.042 -0.070
-0.193 -0.101 -0.068
0.077 0.162 -0.263
0.262 0.180 -0.031

Its calculated total energy is -679.6695 hartree. The HOMO energy comes out at -8.891 eV. The structure (SMILES) is N#CC(=S)CNN. As for the multiplicity: 1. The LUMO energy comes out at -1.6 eV. Its frontier orbital gap is 0.26701 hartree.

Atom charges from the natural (NBO) analysis, given in e for atoms 1 to 8: C 0.171; C -0.279; C -0.183; N -0.243; N -0.655; N -0.459; S 0.170; H 0.220



(3)
Formula: C3H5N3S
Source: the OMol25 dataset
Level of theory: ωB97M-V with the def2-TZVPD basis set

Atoms and positions in Å:
C (2.4036, -0.6340, -0.4105)
C (-0.9525, 0.1099, 0.4379)
C (-1.5315, 0.6975, -0.8251)
H (3.1094, -0.3978, -1.2248)
H (2.6337, -1.1126, 0.5149)
H (0.6570, -0.4771, 1.3501)
H (-2.5431, 0.2985, 1.4621)
H (-0.7937, 0.6425, -1.6414)
N (1.2455, -0.1564, -0.6231)
N (0.3564, -0.2606, 0.3995)
N (-1.5941, -0.0542, 1.5432)
S (-2.9908, 1.3444, -0.9828)

Force components x, y, z for each atom (eV/Å):
-0.205 1.146 -1.402
-1.869 0.561 0.221
0.774 -0.232 -0.130
-0.127 -0.668 0.739
0.575 -0.376 0.544
0.412 -0.276 -0.327
-0.047 0.002 -0.173
-0.550 0.185 0.076
-0.710 0.196 0.235
0.603 -0.471 0.947
0.851 0.114 -0.819
0.292 -0.180 0.090

Its calculated total energy is -679.6876 hartree. The HOMO energy comes out at -9.037 eV. The structure (SMILES) is [H]/N=C(\C=S)NN=C. As for the multiplicity: 1. The LUMO energy comes out at -1.1 eV. Its frontier orbital gap is 0.29331 hartree.

Atom charges from the natural (NBO) analysis, given in e for atoms 1 to 8: C -0.146; C 0.339; C -0.348; H 0.203; H 0.162; H 0.381; H 0.358; H 0.225



(4)
Formula: C3H5N3S2
Source: the OMol25 dataset
Level of theory: ωB97M-V with the def2-TZVPD basis set

Atoms and positions in Å:
C (-0.2578, -1.3793, 0.6270)
C (0.5736, 0.9791, 0.4329)
C (1.8141, 0.8157, -0.4257)
H (-3.1065, -0.9159, 0.6866)
H (0.7318, -1.7385, 0.9641)
H (-0.9657, -3.2211, 0.2450)
H (-0.4099, 2.2686, 1.7616)
H (2.3125, 1.9824, -0.3959)
N (-0.4564, -0.0349, 0.5525)
N (-1.1863, -2.3211, 0.1672)
N (0.4174, 2.0766, 1.1142)
S (-2.2224, 0.6477, 0.1031)
S (2.0496, -0.5797, -1.3471)

Force components x, y, z for each atom (eV/Å):
-2.882 -4.575 -2.739
-1.829 0.955 2.805
-0.406 0.937 -1.000
2.326 3.171 -1.308
-0.481 0.634 -0.018
1.857 -4.394 0.927
1.199 -1.284 -1.499
-0.736 -3.718 -0.363
-1.697 0.426 -0.846
1.257 9.354 1.440
0.550 -0.362 -0.866
0.667 -4.220 1.771
0.174 3.076 1.695

Its calculated total energy is -1077.7404 hartree. The HOMO energy comes out at -8.812 eV. As for the multiplicity: 1. The LUMO energy comes out at -1.7 eV. Its frontier orbital gap is 0.26092 hartree.

Atom charges from the natural (NBO) analysis, given in e for atoms 1 to 8: C 0.277; C 0.320; C -0.320; H 0.247; H 0.197; H 0.338; H 0.389; H 0.273



(5)
Formula: C3H5N3S5
Source: the OMol25 dataset
Level of theory: ωB97M-V with the def2-TZVPD basis set

Atoms and positions in Å:
C (-1.8775, 0.3644, 0.2923)
C (-0.3614, -1.6360, 0.3062)
C (0.5144, 0.8268, 0.0112)
N (-1.5101, -0.9593, 0.3973)
N (-0.8409, 1.1602, 0.1935)
N (0.8465, -0.4147, 0.5462)
S (-3.4103, 0.7708, 0.2198)
S (0.0743, -3.1264, 0.0483)
S (1.6712, 2.0436, 0.6748)
S (0.6893, 0.4922, -2.0830)
S (2.4178, -1.0166, 0.2470)
H (-2.2788, -1.5330, 0.1124)
H (-1.0369, 2.1111, 0.2707)
H (2.7686, 1.7389, -0.1527)
H (-0.4565, 0.2821, -2.5598)
H (2.7902, -1.1040, 1.4756)

Force components x, y, z for each atom (eV/Å):
1.587 -1.366 0.050
3.506 3.987 0.385
0.354 -1.520 -2.173
-1.247 -2.115 -0.680
1.578 1.112 0.929
-1.767 -3.650 0.593
-2.121 0.774 0.019
-0.413 -0.543 0.073
0.648 0.628 -1.221
3.542 1.185 1.482
-0.812 0.231 -1.684
-0.686 -0.458 0.326
-0.344 1.802 -0.185
-1.394 0.234 0.790
-2.825 -0.269 -0.342
0.394 -0.032 1.638

Its calculated total energy is -2272.4336 hartree. The HOMO energy comes out at -9.064 eV. The structure (SMILES) is S=C1NC(=S)N(S)C(S)(S)N1. As for the multiplicity: 1. The LUMO energy comes out at -0.6 eV. Its frontier orbital gap is 0.31237 hartree.

Atom charges from the natural (NBO) analysis, given in e for atoms 1 to 8: C 0.235; C 0.209; C 0.196; N -0.638; N -0.623; N -0.689; S -0.083; S 0.099



(6)
Formula: C3H5N4
Source: the OMol25 dataset
Level of theory: ωB97M-V with the def2-TZVPD basis set

Atoms and positions in Å:
C (-1.8102, -0.0567, -0.5388)
C (-1.5889, 1.1720, -1.0776)
C (2.0774, -0.2216, 1.1083)
N (0.3971, -1.6932, 0.0591)
N (-1.2711, -1.0634, 0.0363)
N (-1.7833, 2.1778, -1.7378)
N (1.3769, -1.2362, 0.4652)
H (2.5378, -0.7508, 1.9520)
H (1.3953, 0.7111, 1.4005)
H (2.9611, 0.0913, 0.5330)
H (-1.8630, -1.8113, 0.1616)
H (-2.4291, 2.6809, -2.3616)

Force components x, y, z for each atom (eV/Å):
0.871 -0.757 0.433
-1.627 1.610 -1.804
-0.189 2.718 1.628
3.701 -1.471 0.197
-0.534 5.739 -0.784
1.317 -1.835 1.411
-2.739 -0.970 -1.762
-0.320 0.487 0.320
1.503 -2.137 -0.477
-0.579 -0.114 -0.292
-1.520 -2.491 0.400
0.116 -0.777 0.728

Its calculated total energy is -335.8625 hartree. The HOMO energy comes out at -12.834 eV. As for the multiplicity: 1. The LUMO energy comes out at -5.5 eV. Its frontier orbital gap is 0.26877 hartree. As for the charge: +1.

Atom charges from the natural (NBO) analysis, given in e for atoms 1 to 8: C 0.169; C 0.340; C -0.507; N 0.212; N -0.469; N -0.485; N 0.039; H 0.286



- What is the HOMO energy in the second record?
  -8.891 eV